[1]
32
Properties=species:S:1:pos:R:3:nbo_charge:R:1 method="wB97M-V/def2-TZVPD" charge=+1 relative_energy_kj_mol=270.3 e_tot_ha=-613.2735 max_force_ev_per_a=6.39
C 1.900 0.506 -1.348 -0.243
N 2.227 -0.951 -1.242 -0.881
C 0.386 0.715 -1.124 -0.053
N -0.155 0.131 0.151 -0.560
C -1.603 0.729 0.147 -0.234
C -1.569 2.051 -0.472 -0.459
C -0.167 2.231 -1.054 -0.401
H 2.263 0.946 -2.335 0.218
H 2.484 1.098 -0.548 0.189
H 2.102 -1.393 -2.299 0.386
H 3.173 -1.140 -0.888 0.380
H -0.287 0.256 -2.047 0.249
H 0.297 0.223 0.980 0.439
H -0.255 -0.919 0.116 0.478
H -2.112 0.664 1.081 0.255
H -2.263 -0.005 -0.500 0.255
H -2.296 2.201 -1.226 0.241
H -1.634 2.702 0.336 0.224
H -0.207 2.545 -2.181 0.239
H 0.490 2.954 -0.472 0.218
H -1.486 -2.337 -0.408 0.487
H -2.491 -2.542 -1.538 0.481
O -1.788 -2.027 -1.268 -0.972
H -0.187 -0.139 2.838 0.479
H -1.320 -0.870 3.456 0.475
O -1.082 -0.426 2.731 -0.945
H 0.138 -3.613 1.077 0.508
H -0.989 -2.880 1.820 0.483
O -0.467 -2.688 1.097 -0.960
H 2.582 -0.133 1.801 0.507
H 2.326 1.507 1.539 0.513
O 1.990 0.604 1.779 -0.996

[2]
33
Properties=species:S:1:pos:R:3:nbo_charge:R:1 method="wB97M-V/def2-TZVPD" charge=-2 relative_energy_kj_mol=231.6 e_tot_ha=-605.1827 max_force_ev_per_a=4.86
Ag 2.461 0.519 -0.426 0.860
B 2.136 -1.791 -3.502 -0.865
H 2.085 -2.319 -2.562 -0.032
H 1.965 -2.471 -4.322 -0.024
H 1.452 -0.959 -3.436 -0.046
H 3.067 -1.255 -3.601 -0.022
B 4.370 -1.640 2.414 -0.867
H 4.273 -0.578 2.578 -0.030
H 4.768 -1.890 1.443 -0.024
H 5.022 -1.942 3.220 -0.020
H 3.426 -2.161 2.431 -0.043
C 5.598 3.759 -1.768 -0.228
O 5.502 3.369 -0.461 -0.912
H 4.969 4.648 -1.813 0.085
H 6.575 4.100 -2.110 0.074
H 5.361 3.086 -2.593 0.092
C -2.241 -0.530 2.264 -0.633
C -2.414 -0.338 0.774 -0.054
C -3.937 -0.636 0.261 -0.086
O -4.949 0.069 1.010 -0.559
C -6.255 -0.068 0.415 -0.247
N -2.038 1.047 0.461 -0.815
H -2.933 0.135 2.781 0.199
H -1.218 -0.276 2.541 0.231
H -2.544 -1.429 2.801 0.215
H -1.747 -1.041 0.275 0.207
H -4.131 -1.707 0.307 0.166
H -3.793 -0.372 -0.786 0.162
H -6.516 -1.114 0.258 0.164
H -6.137 0.466 -0.528 0.172
H -7.105 0.305 0.986 0.186
H -2.468 1.757 1.035 0.352
H -2.606 1.255 -0.348 0.339

Repeat the first record exactly.
32
Properties=species:S:1:pos:R:3:nbo_charge:R:1 method="wB97M-V/def2-TZVPD" charge=+1 relative_energy_kj_mol=270.3 e_tot_ha=-613.2735 max_force_ev_per_a=6.39
C 1.900 0.506 -1.348 -0.243
N 2.227 -0.951 -1.242 -0.881
C 0.386 0.715 -1.124 -0.053
N -0.155 0.131 0.151 -0.560
C -1.603 0.729 0.147 -0.234
C -1.569 2.051 -0.472 -0.459
C -0.167 2.231 -1.054 -0.401
H 2.263 0.946 -2.335 0.218
H 2.484 1.098 -0.548 0.189
H 2.102 -1.393 -2.299 0.386
H 3.173 -1.140 -0.888 0.380
H -0.287 0.256 -2.047 0.249
H 0.297 0.223 0.980 0.439
H -0.255 -0.919 0.116 0.478
H -2.112 0.664 1.081 0.255
H -2.263 -0.005 -0.500 0.255
H -2.296 2.201 -1.226 0.241
H -1.634 2.702 0.336 0.224
H -0.207 2.545 -2.181 0.239
H 0.490 2.954 -0.472 0.218
H -1.486 -2.337 -0.408 0.487
H -2.491 -2.542 -1.538 0.481
O -1.788 -2.027 -1.268 -0.972
H -0.187 -0.139 2.838 0.479
H -1.320 -0.870 3.456 0.475
O -1.082 -0.426 2.731 -0.945
H 0.138 -3.613 1.077 0.508
H -0.989 -2.880 1.820 0.483
O -0.467 -2.688 1.097 -0.960
H 2.582 -0.133 1.801 0.507
H 2.326 1.507 1.539 0.513
O 1.990 0.604 1.779 -0.996

Please write out number 2 again, unchanged.
33
Properties=species:S:1:pos:R:3:nbo_charge:R:1 method="wB97M-V/def2-TZVPD" charge=-2 relative_energy_kj_mol=231.6 e_tot_ha=-605.1827 max_force_ev_per_a=4.86
Ag 2.461 0.519 -0.426 0.860
B 2.136 -1.791 -3.502 -0.865
H 2.085 -2.319 -2.562 -0.032
H 1.965 -2.471 -4.322 -0.024
H 1.452 -0.959 -3.436 -0.046
H 3.067 -1.255 -3.601 -0.022
B 4.370 -1.640 2.414 -0.867
H 4.273 -0.578 2.578 -0.030
H 4.768 -1.890 1.443 -0.024
H 5.022 -1.942 3.220 -0.020
H 3.426 -2.161 2.431 -0.043
C 5.598 3.759 -1.768 -0.228
O 5.502 3.369 -0.461 -0.912
H 4.969 4.648 -1.813 0.085
H 6.575 4.100 -2.110 0.074
H 5.361 3.086 -2.593 0.092
C -2.241 -0.530 2.264 -0.633
C -2.414 -0.338 0.774 -0.054
C -3.937 -0.636 0.261 -0.086
O -4.949 0.069 1.010 -0.559
C -6.255 -0.068 0.415 -0.247
N -2.038 1.047 0.461 -0.815
H -2.933 0.135 2.781 0.199
H -1.218 -0.276 2.541 0.231
H -2.544 -1.429 2.801 0.215
H -1.747 -1.041 0.275 0.207
H -4.131 -1.707 0.307 0.166
H -3.793 -0.372 -0.786 0.162
H -6.516 -1.114 0.258 0.164
H -6.137 0.466 -0.528 0.172
H -7.105 0.305 0.986 0.186
H -2.468 1.757 1.035 0.352
H -2.606 1.255 -0.348 0.339